Record 1
The following is a quantum chemistry calculation of a structure of composition C23H31Cl2InN4O3 in a non-equilibrium geometry, from the Open Molecules 2025 dataset.

Structure (XYZ):
```
64
Properties=species:S:1:pos:R:3:nbo_charge:R:1
O 0.48 -3.89 0.15 -0.49
C 0.15 -5.03 -0.16 0.41
C 0.72 -6.27 0.48 -0.15
C 1.36 -6.17 1.72 -0.16
H 1.23 -5.27 2.32 0.23
C 2.22 -7.18 2.17 -0.22
H 2.77 -7.05 3.10 0.22
C 2.38 -8.35 1.41 -0.19
H 3.08 -9.12 1.74 0.22
C 1.60 -8.53 0.24 -0.22
H 1.69 -9.47 -0.32 0.22
C 0.75 -7.50 -0.19 -0.19
H 0.12 -7.62 -1.07 0.21
H -0.57 -5.28 -0.99 0.10
C 1.93 -1.21 -2.32 -0.68
C 1.03 -0.09 -2.00 -0.37
H 2.55 -0.96 -3.20 0.18
H 1.36 -2.14 -2.50 0.22
H 2.59 -1.45 -1.48 0.23
C 0.75 0.96 -2.74 -0.26
C 1.56 1.50 -3.88 -0.65
H -0.07 1.63 -2.47 0.18
H 2.26 0.76 -4.24 0.20
H 2.11 2.41 -3.58 0.19
H 0.87 1.77 -4.69 0.20
In 0.47 0.31 0.18 1.51
Cl 2.89 0.19 0.68 -0.64
Cl -0.84 -1.54 0.74 -0.60
C 1.69 3.17 -0.13 0.54
O 0.57 2.57 -0.18 -0.68
N 1.79 4.49 0.02 -0.40
C 0.60 5.33 0.13 -0.43
C 3.08 5.15 -0.07 -0.40
H 2.63 2.61 -0.19 0.19
H -0.28 4.70 0.23 0.25
H 0.52 5.97 -0.76 0.21
H 0.71 5.98 1.01 0.20
H 3.85 4.38 -0.12 0.22
H 3.25 5.78 0.81 0.20
H 3.13 5.78 -0.97 0.20
H -4.51 2.61 -2.10 0.20
H -5.86 0.55 -0.99 0.20
C -3.79 1.84 -2.42 -0.42
C -5.03 -0.06 -1.38 -0.40
N -3.81 0.72 -1.49 -0.41
H -2.80 2.29 -2.46 0.25
C -2.73 0.33 -0.82 0.53
O -1.61 0.89 -0.96 -0.66
H -4.82 -0.87 -0.68 0.22
H -2.91 -0.51 -0.13 0.17
H -4.08 1.49 -3.42 0.20
H -5.30 -0.49 -2.36 0.20
N -4.31 3.45 3.92 -0.28
C -3.30 2.98 3.56 0.27
C -1.92 2.59 3.31 -0.20
C -0.95 3.17 4.13 -0.11
C 0.39 2.80 4.00 -0.24
C 0.72 1.97 2.92 0.08
N -0.22 1.42 2.13 -0.48
C -1.52 1.65 2.35 0.12
H -1.27 3.90 4.87 0.24
H 1.15 3.14 4.71 0.24
H 1.76 1.73 2.66 0.25
H -2.25 1.09 1.76 0.24
```

Calculated values
Maximum force, eV/A: 2.8
Energy relative to the best compared isomer or geometry (same formula, charge and spin), kJ/mol: 56.2
E_tot, eV: -66675.6569
HOMO level, eV: -6.498
Multiplicity: 1
Orbital gap, eV: 6.02
Total charge: 0

Record 2
The following is a quantum chemistry calculation of a structure of composition C23H31Cl2MgN4O3 in a non-equilibrium geometry, from the Open Molecules 2025 dataset.

Structure (XYZ):
```
64
Properties=species:S:1:pos:R:3:nbo_charge:R:1
O -0.87 0.65 -1.36 -1.04
C -0.62 1.49 -2.37 0.11
C -0.56 0.79 -3.76 -0.04
C -0.52 -0.60 -3.90 -0.20
H -0.59 -1.23 -3.02 0.26
C -0.29 -1.16 -5.17 -0.22
H -0.16 -2.24 -5.25 0.20
C -0.22 -0.35 -6.31 -0.25
H -0.07 -0.79 -7.30 0.19
C -0.33 1.04 -6.16 -0.26
H -0.29 1.70 -7.04 0.19
C -0.50 1.60 -4.89 -0.16
H -0.57 2.69 -4.76 0.19
H -1.43 2.26 -2.49 0.10
C 0.51 3.32 -0.94 -0.66
C 0.65 2.31 -2.04 -0.03
H 1.30 4.06 -1.01 0.21
H 0.59 2.82 0.04 0.22
H -0.46 3.83 -0.99 0.19
C 1.82 1.95 -2.58 -0.17
C 3.15 2.51 -2.23 -0.65
H 1.84 1.13 -3.31 0.21
H 3.64 3.00 -3.09 0.18
H 3.79 1.67 -1.91 0.24
H 3.08 3.21 -1.39 0.21
Mg 0.30 0.09 0.18 1.78
Cl 1.38 -1.45 -1.32 -0.90
Cl 2.81 0.92 0.45 -0.87
C 1.92 -1.03 2.32 0.52
O 0.74 -0.67 2.13 -0.76
N 2.43 -1.68 3.35 -0.43
C 1.75 -1.73 4.64 -0.42
C 3.70 -2.39 3.22 -0.40
H 2.68 -0.81 1.53 0.21
H 0.76 -1.28 4.54 0.24
H 2.34 -1.18 5.39 0.19
H 1.67 -2.77 4.96 0.19
H 3.95 -2.46 2.16 0.24
H 3.61 -3.40 3.64 0.19
H 4.51 -1.87 3.75 0.19
H -2.10 3.01 3.85 0.19
H -4.48 2.90 2.73 0.19
C -1.79 3.35 2.85 -0.42
C -3.99 3.07 1.76 -0.40
N -2.59 2.70 1.83 -0.41
H -0.73 3.14 2.71 0.26
C -2.12 1.65 1.14 0.57
O -0.96 1.21 1.28 -0.73
H -4.48 2.47 1.00 0.22
H -2.84 1.20 0.44 0.16
H -1.97 4.42 2.79 0.20
H -4.08 4.13 1.52 0.20
N -4.65 -4.92 1.88 -0.34
C -3.55 -4.51 1.82 0.29
C -2.19 -4.05 1.69 -0.25
C -1.12 -4.83 2.16 -0.14
C 0.17 -4.43 1.83 -0.27
C 0.33 -3.32 1.00 0.08
N -0.68 -2.49 0.73 -0.41
C -1.92 -2.81 1.05 0.11
H -1.33 -5.74 2.73 0.22
H 1.06 -4.95 2.18 0.22
H 1.28 -3.08 0.52 0.26
H -2.71 -2.09 0.80 0.21
```

Calculated values
Maximum force, eV/A: 2.6
Energy relative to the best compared isomer or geometry (same formula, charge and spin), kJ/mol: 0.0
E_tot, eV: -66951.8586
HOMO level, eV: -4.241
Multiplicity: 1
Orbital gap, eV: 6.42
Total charge: -1

Record 3
The following is a quantum chemistry calculation of a structure of composition C23H31CuN8O2PSeSi in a non-equilibrium geometry, from the Open Molecules 2025 dataset.

Structure (XYZ):
```
68
Properties=species:S:1:pos:R:3:nbo_charge:R:1
Cu -17.77 -0.46 2.95 0.80
Se -23.61 -5.19 3.04 1.01
N -23.34 -3.51 2.67 -0.60
C -22.13 -3.27 2.96 0.10
C -21.55 -1.95 2.77 -0.08
C -22.35 -0.90 2.33 -0.09
C -21.79 0.39 2.25 -0.24
C -20.43 0.50 2.44 0.08
N -19.72 -0.48 2.98 -0.55
C -20.25 -1.71 3.20 0.17
C -19.44 -2.75 3.76 0.23
N -18.21 -2.41 4.21 -0.50
C -17.46 -3.40 4.69 0.06
C -17.84 -4.74 4.85 -0.24
C -19.19 -5.00 4.55 -0.10
C -19.97 -4.02 3.95 -0.12
C -21.33 -4.31 3.51 0.12
N -21.98 -5.49 3.67 -0.60
H -23.40 -1.10 2.09 0.25
H -22.46 1.18 2.05 0.24
H -19.88 1.44 2.26 0.22
H -16.47 -3.17 5.11 0.20
H -17.28 -5.49 5.43 0.25
H -19.79 -5.91 4.65 0.25
C -15.31 -0.65 7.43 -0.68
C -14.63 -0.34 6.15 0.25
C -13.28 -0.03 6.08 -0.30
C -12.85 0.49 4.83 -0.11
C -13.62 0.53 3.72 -0.30
C -14.99 0.16 3.81 0.46
N -15.42 -0.19 5.04 -0.57
N -15.82 0.19 2.79 -1.14
Si -15.48 0.44 1.09 1.81
C -14.87 -1.14 0.36 -1.15
C -17.07 0.89 0.22 -1.15
C -14.35 1.83 0.58 -1.16
H -16.38 -0.82 7.39 0.23
H -15.08 0.07 8.14 0.24
H -15.07 -1.60 7.98 0.25
H -12.67 -0.06 6.99 0.24
H -11.87 0.86 4.75 0.22
H -13.20 0.87 2.74 0.24
H -14.28 -1.81 1.00 0.25
H -14.27 -0.84 -0.52 0.24
H -15.69 -1.75 -0.05 0.24
H -17.84 0.05 0.02 0.24
H -16.62 1.21 -0.63 0.23
H -17.67 1.82 0.42 0.25
H -13.25 1.81 0.62 0.25
H -14.72 2.73 1.09 0.24
H -14.48 1.85 -0.52 0.25
N -17.52 1.22 5.83 -0.84
C -16.49 2.34 6.04 -0.66
P -17.30 3.69 6.87 2.17
O -18.46 4.23 6.18 -1.10
O -17.77 3.05 8.25 -1.01
C -16.04 4.88 7.29 -0.64
N -14.71 4.17 7.46 -0.84
H -16.44 -0.18 5.24 0.47
H -18.19 1.57 5.18 0.38
H -18.00 1.06 6.69 0.37
H -16.13 2.56 5.05 0.25
H -15.59 1.92 6.56 0.24
H -16.27 5.37 8.22 0.23
H -16.11 5.57 6.46 0.24
H -14.89 3.43 8.13 0.36
H -14.04 4.88 7.76 0.38
H -18.66 3.11 8.44 0.52
```

Calculated values
Maximum force, eV/A: 3.8
Energy relative to the best compared isomer or geometry (same formula, charge and spin), kJ/mol: 0.0
E_tot, eV: -167520.0139
HOMO level, eV: -10.477
Multiplicity: 1
Orbital gap, eV: 7.11
Total charge: +1